No. 1
# C22H36Cl4F6N5O4

A 3-piece molecular cluster, C22H36Cl4F6N5O4 overall (ωB97M-V/def2-TZVPD, the Open Molecules 2025 dataset).

Output
HOMO ... -12.418 eV
Strongest force on any atom ... 0.008 hartree/bohr
Energy relative to the best compared isomer or geometry (same formula, charge and spin) ... 0.0 kcal/mol
Charge ... +1

Atoms and positions in Å:
C -0.5965 0.4866 5.3196
C 0.3877 0.7966 4.2089
F 1.6613 0.9845 4.7545
C 0.5183 -0.3012 3.1447
N 0.6372 0.2120 1.7843
C -0.2583 0.4833 0.8088
N -1.5853 0.3349 0.8492
N -2.1724 -0.1624 2.0095
C -2.3462 0.6834 -0.3783
C -3.8348 0.4130 -0.2295
C -4.6616 0.8666 -1.4498
C -3.9363 0.8137 -2.7830
O -4.8994 1.1567 -3.7822
C -4.3587 1.3536 -5.0270
O -4.1442 2.4297 -5.4843
N 0.3589 0.9672 -0.2849
C 1.6412 1.0009 0.0146
C 2.7020 1.5043 -0.9006
C 2.9337 3.0206 -0.6937
C 3.4817 3.7147 -1.9555
C 4.8439 4.3303 -1.7435
F 4.7969 5.2317 -0.7415
F 5.2286 4.9787 -2.8535
C 5.9682 3.3093 -1.3878
F 7.1516 3.7029 -1.8138
F 6.0277 3.1239 -0.0627
F 5.6943 2.1148 -1.9396
N 1.8723 0.5628 1.2498
C 3.1608 0.4353 1.9258
C 4.0097 -0.7523 1.4038
C 3.1914 -1.7706 0.6285
O 3.2273 -1.8861 -0.5579
O 2.3490 -2.5489 1.3619
H -0.9528 1.4097 5.7770
H -1.4618 -0.0455 4.9223
H -0.1122 -0.1047 6.0981
H 0.1241 1.7367 3.7147
H -0.3019 -1.0065 3.1774
H 1.4396 -0.8433 3.3607
H -2.8570 0.4929 2.3649
H -2.6047 -1.0612 1.8311
H -2.1708 1.7378 -0.6055
H -1.9331 0.0831 -1.1926
H -4.0252 -0.6495 -0.0499
H -4.2222 0.9497 0.6421
H -5.0482 1.8770 -1.3027
H -5.5186 0.1970 -1.5367
H -3.0994 1.5211 -2.8320
H -3.5364 -0.1929 -2.9731
H -4.1452 0.4154 -5.5696
H 3.6266 0.9404 -0.7677
H 2.3312 1.3322 -1.9124
H 3.6117 3.1791 0.1475
H 1.9822 3.4807 -0.4189
H 2.8334 4.5450 -2.2439
H 3.5413 3.0311 -2.8023
H 3.7016 1.3620 1.7314
H 2.9958 0.3940 2.9986
H 4.5250 -1.2538 2.2293
H 4.7767 -0.3928 0.7195
H 2.5590 -2.4998 2.3030
Cl -9.0413 -3.7280 0.5167
C -9.2156 -2.3515 -0.5992
C -8.1801 -2.3765 -1.6929
Cl -6.5311 -2.0921 -1.0546
H -9.1496 -1.4392 -0.0120
H -10.2069 -2.4166 -1.0440
H -8.3813 -1.5866 -2.4140
H -8.1634 -3.3339 -2.2057
Cl 3.8401 -6.9882 0.7042
C 3.5804 -5.4684 -0.1886
C 4.6935 -5.1606 -1.1550
Cl 6.2091 -4.7586 -0.3030
H 3.4807 -4.6694 0.5395
H 2.6417 -5.5690 -0.7307
H 4.4222 -4.2885 -1.7475
H 4.8928 -5.9979 -1.8184

No. 2
# C8H13BNO2

A 2-piece molecular cluster, C8H13BNO2 overall at a distorted geometry (ωB97M-V/def2-TZVPD, the Open Molecules 2025 dataset).

Output
HOMO ... -12.163 eV
Strongest force on any atom ... 0.081 hartree/bohr
Energy relative to the best compared isomer or geometry (same formula, charge and spin) ... 26.7 kcal/mol
Charge ... +1

Atoms and positions in Å:
B 1.6291 1.9352 -1.8541
C -2.0623 0.8070 1.8657
C -2.6114 0.6115 0.6473
C -0.6878 1.2618 1.9718
C -1.8993 0.9218 -0.5095
C -0.0539 1.8176 0.8510
C -0.5817 1.4699 -0.4335
C 0.5641 -1.8150 -1.0263
C 0.0816 1.5402 -1.6627
N 0.3316 -2.1295 0.3737
O 2.4230 1.6612 -0.7328
O 1.9836 2.3205 -3.0625
H -2.5713 0.6827 2.9094
H -3.5849 0.2611 0.5231
H -0.2459 1.1934 2.9733
H -2.3417 0.6363 -1.5002
H 0.9193 2.3583 0.9887
H 1.4189 -2.2544 -1.4317
H -0.3098 -2.0698 -1.5315
H 0.5863 -0.7823 -1.0622
H -0.4481 1.1692 -2.5847
H 1.1210 -2.0059 0.9512
H -0.0164 -2.9865 0.5194
H 3.3643 1.9479 -0.7272
H 2.8851 2.4878 -3.2895

No. 3
# C49H45ClN10O6Tl

C49H45ClN10O6Tl as an isolated structure at a distorted geometry (ωB97M-V/def2-TZVPD, the Open Molecules 2025 dataset).

Output
HOMO (alpha / beta) ... -4.473 / -4.476 eV
Strongest force on any atom ... 0.063 hartree/bohr
Energy relative to the best compared isomer or geometry (same formula, charge and spin) ... 149.3 kcal/mol
Charge ... -1

Atoms and positions in Å:
Tl 15.0293 11.5031 11.9332
C 18.2679 7.7013 12.9400
C 18.3228 7.5494 14.3380
C 17.9268 8.5594 15.1564
C 17.3456 9.7566 14.5553
N 17.2093 9.8155 13.2161
C 17.5518 8.7926 12.4888
N 16.9277 10.6909 15.4349
C 16.4360 11.8958 15.5507
N 16.3423 12.9089 14.6309
C 15.8363 13.9697 15.2973
N 15.4749 15.2051 14.9879
C 15.1887 15.8749 13.8906
C 15.0088 17.2823 14.1150
C 14.2232 18.0257 13.2619
C 13.7636 17.3859 12.1015
C 14.0999 16.0407 11.8723
N 14.7742 15.2748 12.7277
C 15.6059 13.6343 16.7187
C 15.1553 14.4129 17.7720
C 14.9973 13.7564 18.9900
C 15.2801 12.3853 19.1770
C 15.7066 11.6504 18.0715
C 15.8983 12.2869 16.8508
H 18.5658 6.8969 12.2506
H 18.6570 6.5472 14.7126
H 17.8519 8.4413 16.2271
H 17.2216 8.8121 11.4413
H 15.5638 17.6412 15.0006
H 13.9370 19.0758 13.4986
H 13.1312 17.9751 11.3629
H 14.3909 14.5260 10.3211
H 14.9930 15.5064 17.6832
H 14.5437 14.3604 19.8174
H 15.1142 11.9055 20.1417
H 15.8672 10.6034 18.2012
O 11.7598 7.6891 8.8192
C 11.7847 7.1844 10.0723
C 10.5936 6.5241 10.4607
C 10.5673 5.8576 11.6734
C 11.6161 5.9791 12.5870
C 12.7323 6.7114 12.2662
C 12.8751 7.2786 10.9598
C 14.0165 8.2152 10.7472
O 14.6550 8.7348 11.6845
N 14.3619 8.3390 9.3635
N 15.4605 8.9749 9.3259
C 15.8610 9.3656 7.9769
C 16.9415 10.3488 7.9925
C 18.0882 10.1582 7.2532
C 19.0093 11.1847 7.0394
C 18.8280 12.4565 7.5305
C 17.6979 12.7156 8.2242
C 16.7886 11.6864 8.5745
O 15.8718 11.9190 9.4562
H 12.7038 8.0580 8.6577
H 9.7805 6.5279 9.7179
H 9.6820 5.3145 11.9664
H 11.6007 5.5357 13.6170
H 13.5470 6.8195 12.9825
H 16.1254 8.5044 7.2669
H 18.2913 9.1679 6.8206
H 19.8725 10.9709 6.4228
H 19.5701 13.2393 7.3894
H 17.4700 13.6890 8.6213
O 15.0664 9.1080 5.3107
C 14.3827 9.8438 6.0125
O 14.5454 9.9971 7.3572
H 13.4962 10.4033 5.6625
C 7.8921 14.0058 8.7663
C 9.2468 13.8665 9.5397
C 9.0466 12.5545 10.3300
C 10.3793 13.6401 8.5593
C 9.5397 15.1768 10.4531
O 10.2259 16.2144 9.6775
C 8.2669 15.7789 11.1352
C 7.7752 15.2791 12.5584
C 8.4284 15.8243 13.8194
C 8.9378 14.9820 14.7930
C 9.5077 15.4755 15.9851
C 9.4667 16.8393 16.2372
Cl 10.0865 17.6456 17.6224
C 8.8564 17.7314 15.3191
C 8.3210 17.2311 14.1469
C 10.4880 14.8208 11.6311
N 11.8781 14.5522 11.2879
C 12.5600 13.2768 11.7384
N 12.9838 12.3564 11.0263
C 13.7668 15.4596 10.5344
N 12.3801 15.2004 10.2581
H 7.9803 13.3237 7.9080
H 7.7733 14.9785 8.3008
H 7.0394 13.7136 9.3884
H 8.6952 11.7684 9.6874
H 8.3237 12.7241 11.1907
H 10.0553 12.2545 10.7226
H 10.3351 12.6875 8.0823
H 11.3182 13.6553 9.1552
H 10.4953 14.4017 7.7487
H 9.5182 16.7280 9.2707
H 7.4090 15.8730 10.4747
H 8.4503 16.8965 11.3232
H 8.1293 14.2307 12.5772
H 6.6995 15.2189 12.6829
H 8.9194 13.9232 14.6200
H 9.9582 14.7556 16.6572
H 8.7758 18.7961 15.5746
H 7.8687 17.8565 13.4050
H 10.0526 13.9721 12.1551
H 10.3942 15.7238 12.2351
H 12.7752 13.3469 12.8133
H 14.0554 16.1847 9.7596